# 1
{"formula": "C4H8O2", "method": "ωB97M-V/def2-TZVPD", "symbols": ["C", "O", "C", "C", "O", "C", "H", "H", "H", "H", "H", "H", "H", "H"], "xyz": [[2.006, -0.041, 0.415], [0.756, 0.510, 0.756], [-0.197, 0.364, -0.255], [-0.883, -1.004, -0.419], [-2.176, -0.414, -0.226], [-1.593, 0.845, 0.142], [1.943, -1.127, 0.250], [2.423, 0.425, -0.491], [2.683, 0.147, 1.251], [0.170, 0.784, -1.203], [-0.627, -1.713, 0.380], [-0.803, -1.501, -1.392], [-1.679, 1.046, 1.217], [-2.022, 1.679, -0.424]], "lowdin_charge": [-0.102, -0.144, -0.315, -0.130, -0.106, -0.119, 0.091, 0.091, 0.091, 0.152, 0.125, 0.119, 0.127, 0.120], "e_lumo_ha": 0.038, "e_tot_ev": -8370.8432, "smiles": "COC1COC1", "orbital_gap_ha": 0.39565, "relative_energy_kcal_mol": 56.2}

***

# 2
{"formula": "C6H6N3O2", "method": "ωB97M-V/def2-TZVPD", "symbols": ["C", "C", "C", "C", "C", "C", "N", "N", "N", "O", "O", "H", "H", "H", "H", "H", "H"], "xyz": [[-0.055, 0.876, -0.467], [-0.906, 1.602, 0.209], [0.338, -1.060, 0.985], [0.393, -0.538, -0.218], [-1.267, 0.273, 2.181], [-0.616, -1.871, 3.034], [-1.604, 1.220, 1.364], [0.009, -2.029, 1.825], [1.067, -1.224, -1.249], [-0.861, -2.686, 3.888], [-1.417, -0.486, 3.158], [0.226, 1.260, -1.479], [-1.275, 2.584, -0.149], [-2.345, 1.840, 1.610], [0.758, -2.836, 1.781], [0.527, -0.968, -2.132], [0.970, -2.197, -1.119]], "lowdin_charge": [0.000, -0.074, 0.047, -0.300, -0.040, -0.294, 0.123, 0.107, 0.111, 0.200, 0.179, 0.146, 0.154, 0.169, 0.256, 0.139, 0.078], "e_lumo_ha": -0.168, "e_tot_ev": -14871.9881, "charge": 1, "orbital_gap_ha": 0.29795, "relative_energy_kcal_mol": 135.8}

***

# 3
{"formula": "C4H12", "method": "ωB97M-V/def2-TZVPD", "symbols": ["C", "C", "H", "H", "H", "H", "H", "H", "C", "C", "H", "H", "H", "H", "H", "H"], "xyz": [[-0.473, -1.000, 2.054], [-0.068, 0.276, 2.800], [-1.478, -0.891, 1.667], [0.228, -1.156, 1.234], [-0.336, -1.860, 2.711], [0.869, 0.163, 3.350], [0.070, 1.102, 2.102], [-0.871, 0.611, 3.463], [0.264, -0.306, -1.989], [0.270, 0.961, -2.838], [-0.749, -0.559, -1.685], [0.665, -1.149, -2.557], [0.834, -0.103, -1.080], [-0.380, 0.878, -3.722], [1.273, 1.208, -3.211], [-0.117, 1.826, -2.300]], "lowdin_charge": [-0.167, -0.176, 0.060, 0.046, 0.061, 0.062, 0.055, 0.060, -0.175, -0.183, 0.059, 0.064, 0.053, 0.062, 0.063, 0.058], "e_lumo_ha": 0.041, "e_tot_ev": -4342.4337, "smiles": "CC.CC", "orbital_gap_ha": 0.47161, "relative_energy_kcal_mol": 2.2}

***

# 4
{"formula": "C16H32AlBClF10KLiNO4PS2", "method": "ωB97M-V/def2-TZVPD", "symbols": ["C", "C", "F", "P", "C", "C", "C", "S", "C", "S", "N", "C", "C", "O", "C", "C", "C", "C", "C", "F", "F", "F", "H", "H", "H", "H", "H", "H", "H", "H", "H", "H", "H", "H", "H", "H", "H", "H", "H", "H", "H", "H", "H", "H", "Al", "O", "H", "B", "F", "F", "F", "F", "F", "Cl", "K", "F", "C", "C", "C", "O", "H", "H", "H", "H", "H", "H", "H", "H", "Li", "O", "H"], "xyz": [[2.011, -0.144, 1.150], [2.851, -0.158, -0.204], [3.432, -1.480, -0.313], [1.776, 0.130, -1.750], [-0.035, -0.348, -1.351], [-0.258, -1.913, -1.471], [-1.597, -2.281, -2.307], [-3.125, -2.400, -1.236], [-3.318, -0.892, -0.114], [-2.469, -0.977, 1.355], [-4.189, 0.198, -0.504], [-4.451, 1.163, 0.596], [-3.300, 2.276, 0.668], [-3.490, 3.092, -0.521], [-3.015, 2.249, -1.613], [-3.796, 0.864, -1.792], [1.666, 2.011, -2.145], [2.916, 2.854, -1.610], [4.224, 2.560, -2.458], [5.222, 2.093, -1.577], [4.030, 1.626, -3.486], [4.717, 3.731, -3.093], [2.697, -0.174, 2.069], [1.380, 0.794, 1.276], [1.319, -1.061, 1.182], [3.706, 0.582, -0.104], [-0.270, 0.097, -0.330], [-0.703, 0.148, -2.149], [-0.336, -2.450, -0.455], [0.625, -2.323, -2.106], [-1.442, -3.311, -2.794], [-1.790, -1.538, -3.153], [-5.392, 1.747, 0.285], [-4.694, 0.692, 1.597], [-3.299, 2.880, 1.629], [-2.307, 1.715, 0.550], [-1.876, 2.152, -1.515], [-3.189, 2.843, -2.578], [-3.101, 0.176, -2.498], [-4.747, 1.034, -2.416], [1.442, 2.156, -3.247], [0.747, 2.411, -1.578], [2.659, 3.955, -1.753], [3.034, 2.683, -0.492], [-0.866, 1.994, 0.947], [-2.755, 1.881, 3.504], [-3.642, 1.546, 3.363], [6.155, -0.806, -3.505], [6.908, 0.171, -4.232], [6.041, -0.395, -2.130], [4.846, -0.920, -4.074], [6.813, -2.071, -3.570], [7.044, -4.018, -4.698], [-2.172, 0.578, -3.845], [1.460, -3.920, -1.525], [-3.311, 0.135, 4.359], [-0.281, -2.937, 5.465], [-0.061, -1.883, 4.391], [0.469, -0.587, 4.991], [-1.282, -1.623, 3.719], [-1.019, -2.598, 6.198], [-0.671, -3.856, 5.024], [0.651, -3.169, 5.990], [0.645, -2.260, 3.645], [-0.241, -0.167, 5.708], [0.611, 0.168, 4.209], [1.428, -0.752, 5.505], [-1.923, -1.285, 4.363], [2.418, 0.374, 4.666], [-6.014, -1.219, -3.321], [-5.519, -1.841, -2.792]], "lowdin_charge": [-0.128, -0.446, -0.121, 1.077, -0.402, -0.401, -0.467, 0.827, -0.865, 0.723, -0.138, -0.136, -0.281, -0.157, -0.221, -0.266, -0.316, -0.118, -0.429, 0.061, 0.088, 0.056, 0.053, -0.043, 0.090, 0.115, -0.049, 0.001, 0.075, -0.031, 0.085, -0.015, 0.158, 0.117, 0.122, -0.168, 0.067, 0.129, -0.117, 0.130, 0.107, 0.040, 0.127, 0.110, 0.953, -0.244, -0.056, -1.160, 0.050, 0.029, 0.037, 0.048, -0.500, 0.066, 0.951, -0.427, -0.043, -0.485, -0.088, -0.165, 0.095, 0.091, 0.080, 0.137, 0.116, 0.054, 0.040, 0.054, 0.821, -0.335, -0.164], "e_lumo_ha": -0.105, "e_tot_ev": -121237.8691, "charge": -1, "orbital_gap_ha": 0.03839}

***

Number 1: HOMO energy -9.74 eV. Number 2: HOMO energy -12.68 eV. Number 3: HOMO energy -11.73 eV. Number 4: HOMO energy -3.89 eV.